[1]
Below is an isolated ion of composition C6H12N3O and charge +1 in a non-equilibrium geometry, with properties calculated with ωB97M-V/def2-TZVPD.

```
! wB97M-V def2-TZVPD RIJCOSX def2/J DEFGRID3
* xyz 1 1
C -0.803 0.881 -1.074
C -1.123 -0.354 -1.277
C 1.943 -0.362 0.020
C 0.658 0.109 0.699
C -0.566 2.080 0.985
C -1.386 -2.333 0.025
N 0.009 1.119 0.093
N 2.766 0.721 -0.180
N -0.558 -1.275 -0.388
O 2.006 -1.488 -0.456
H -0.991 1.694 -1.711
H -1.926 -0.647 -1.950
H 0.386 0.017 1.756
H -1.342 1.561 1.565
H 0.101 2.417 1.669
H -1.007 3.051 0.541
H -1.688 -3.106 -0.711
H -0.946 -2.643 0.983
H -2.427 -1.956 0.266
H 2.790 1.606 0.364
H 3.721 0.436 -0.619
H 0.384 -1.528 -0.600
*
```

Summary:
**SMILES**: CN/C=C\[N+](C)=C/C(N)=O
**HOMO energy**: -14.0 eV
**DFT total energy**: -474.995030 a.u.
**Relative energy (zero: lowest compared OMol25 entry of this formula, charge and spin)**: 97.9 kcal per mole

[2]
Below is C2H10N4 as an isolated structure in a non-equilibrium geometry, with properties calculated with ωB97M-V/def2-TZVPD.

```
! wB97M-V def2-TZVPD RIJCOSX def2/J DEFGRID3
* xyz 2 3
C -13.763 -0.179 0.311
C 16.371 -0.721 0.806
N -14.939 0.338 0.129
N 15.110 0.420 -0.820
N -15.945 -0.096 -0.646
N 15.502 -0.296 -0.092
H -13.149 0.054 1.127
H -13.200 -0.837 -0.493
H 17.387 -0.859 0.335
H 16.284 0.088 1.675
H 16.243 -1.651 1.296
H -15.414 1.016 0.796
H 13.085 -1.419 2.217
H -15.735 -0.912 -1.321
H -16.590 0.531 -1.008
H 13.562 -1.592 1.559
*
```

Summary:
**HOMO energy (spin up / spin down)**: -13.1 / -18.7 eV
**DFT total energy**: -300.347920 a.u.
**Relative energy (zero: lowest compared OMol25 entry of this formula, charge and spin)**: 50.2 kcal per mole

[3]
Below is the molecule C22H23FN4O3S2 in a non-equilibrium geometry, with properties calculated with ωB97M-V/def2-TZVPD.

```
! wB97M-V def2-TZVPD RIJCOSX def2/J DEFGRID3
* xyz 0 1
C 4.238 3.132 1.888
N 3.102 3.561 1.106
S 3.292 3.128 -0.520
O 2.185 3.688 -1.241
O 4.621 3.419 -0.984
C 3.071 1.365 -0.427
C 1.838 0.885 -0.052
C 1.583 -0.481 0.031
C 2.599 -1.408 -0.333
C 3.871 -0.870 -0.648
C 4.104 0.482 -0.699
H 5.075 0.877 -0.951
H 4.693 -1.540 -0.837
N 2.409 -2.740 -0.451
C 3.367 -3.605 -1.119
H 3.809 -3.103 -1.983
C 2.551 -4.825 -1.537
H 3.164 -5.718 -1.631
H 2.059 -4.636 -2.492
C 1.518 -4.923 -0.423
H 1.961 -5.388 0.458
H 0.635 -5.490 -0.708
C 1.192 -3.461 -0.132
H 0.367 -3.105 -0.765
H 0.906 -3.312 0.911
H 4.168 -3.894 -0.428
C 0.262 -0.827 0.606
O 0.086 -1.532 1.584
N -0.796 -0.209 -0.008
C -2.080 -0.352 0.446
N -3.093 0.221 -0.099
C -4.259 -0.100 0.543
C -4.088 -0.948 1.602
S -2.431 -1.367 1.823
H -4.829 -1.343 2.266
C -5.508 0.471 0.057
C -5.472 1.395 -0.988
C -6.633 1.960 -1.476
C -7.840 1.593 -0.909
C -7.910 0.679 0.128
C -6.742 0.121 0.607
H -6.792 -0.594 1.413
H -8.870 0.416 0.545
F -8.982 2.140 -1.379
H -6.615 2.675 -2.283
H -4.515 1.660 -1.408
H -0.656 0.398 -0.804
H 1.078 1.604 0.211
C 2.759 4.956 1.277
H 3.623 5.614 1.128
H 2.359 5.105 2.280
H 1.997 5.194 0.539
H 4.379 2.065 1.725
H 5.153 3.660 1.599
H 4.032 3.310 2.943
*
```

Summary:
**SMILES**: CN(C)S(=O)(=O)c1ccc(N2CCCC2)c(C(=O)Nc2nc(-c3ccc(F)cc3)cs2)c1
**HOMO energy**: -8.0 eV
**DFT total energy**: -2193.143495 a.u.

[4]
Below is the molecule C8H15NS2 in a non-equilibrium geometry, with properties calculated with ωB97M-V/def2-TZVPD.

```
! wB97M-V def2-TZVPD RIJCOSX def2/J DEFGRID3
* xyz 0 1
C -0.496 0.684 0.583
C 1.223 0.766 0.061
C -0.934 -1.128 -0.989
C -1.631 1.156 -1.606
C -2.891 0.119 0.181
C 1.559 -0.979 1.710
C 3.368 0.008 0.401
C -1.475 0.248 -0.431
N 1.996 -0.058 0.735
S -0.840 1.310 2.019
S 1.665 1.760 -1.131
H -1.055 -2.071 -0.314
H 0.197 -1.055 -1.168
H -1.396 -1.238 -1.911
H -1.332 0.518 -2.429
H -2.670 1.507 -1.733
H -0.918 1.997 -1.610
H -3.548 -0.356 -0.616
H -2.915 -0.518 1.141
H -3.118 1.167 0.436
H 1.361 -0.472 2.588
H 0.612 -1.370 1.377
H 2.188 -1.849 1.795
H 3.865 -0.128 1.367
H 3.590 -0.906 -0.320
H 3.595 0.887 -0.136
*
```

Summary:
**SMILES**: CN(C)C(=S)C(=S)C(C)(C)C
**HOMO energy**: -7.9 eV
**DFT total energy**: -1164.855679 a.u.
**Relative energy (zero: lowest compared OMol25 entry of this formula, charge and spin)**: 2.8 kcal per mole

- Look up the DFT total energy of the first one.
  -474.995030 a.u.

- Which value of DFT total energy does entry 1 give?
  -474.995030 a.u.

- The highest DFT total energy belongs to which entry?
  C2H10N4

- Among the records above, which one has the lowest DFT total energy?
  C22H23FN4O3S2